Formula: C5H11NO2
Source: the OMol25 dataset
Level of theory: wB97M-V/def2-TZVPD

SMILES   C[C@H](O)CCNC=O
Total charge   0
LUMO   0.78 eV
Total energy   -402.32758 hartree
Strongest force on any atom   2.21 eV Å⁻¹
Energy above the lowest of the compared OMol25 structures with the same formula, charge and spin   31.7 kcal/mol
Highest occupied orbital energy   -9.7 eV
Gap between HOMO and LUMO   0.3842 Eh

Bonds (Å) are listed after each position.
Positions of all 19 atoms, in Å:
1 C 2.164 -1.066 1.043  C2 1.514, H9 1.091, H10 1.104, H11 1.089
2 C 0.766 -0.647 0.641  C1 1.514, O3 1.420, C4 1.536, H12 1.095
3 O -0.008 -1.749 0.190  C2 1.420, H13 0.967
4 C 0.866 0.434 -0.446  C2 1.536, C5 1.559, H14 1.088, H15 1.086
5 C -0.425 1.236 -0.791  C4 1.559, N6 1.451, H16 1.087, H17 1.098
6 N -1.611 0.736 -0.121  C5 1.451, C7 1.360, H18 0.997
7 C -2.869 0.533 -0.596  N6 1.360, O8 1.205, H19 1.106
8 O -3.801 0.146 0.062  C7 1.205
9 H 2.592 -1.985 0.641  C1 1.091
10 H 2.216 -1.453 2.076  C1 1.104
11 H 2.892 -0.258 1.003  C1 1.089
12 H 0.292 -0.292 1.563  C2 1.095
13 H -0.352 -1.596 -0.700  O3 0.967
14 H 1.584 1.163 -0.076  C4 1.088
15 H 1.162 -0.104 -1.342  C4 1.086
16 H -0.630 1.327 -1.854  C5 1.087
17 H -0.257 2.275 -0.479  C5 1.098
18 H -1.559 0.618 0.867  N6 0.997
19 H -3.023 0.685 -1.681  C7 1.106